Density functional theory data (the ωB97M-V functional and the def2-TZVPD basis) for C23H17Br2CoN5OS as an isolated structure at a distorted geometry.

XYZ file:
```
50
Properties=species:S:1:pos:R:3:lowdin_charge:R:1
Co 0.57 0.74 -0.92 0.394
S -0.31 -0.11 -2.71 0.732
C -0.80 -1.59 -1.94 -0.772
N -1.36 -2.54 -2.64 0.057
N -1.87 -3.58 -1.94 -0.003
C -2.69 -3.58 -0.77 -0.243
C -3.01 -4.82 -0.24 -0.037
C -3.85 -4.91 0.86 -0.090
C -4.39 -3.77 1.43 -0.104
C -4.09 -2.53 0.88 -0.090
C -3.24 -2.43 -0.21 -0.060
N -0.53 -1.83 -0.61 0.051
N 0.14 -0.96 -0.06 -0.015
C 0.45 -1.32 1.31 -0.208
C -0.45 -2.07 2.06 -0.005
C -0.13 -2.43 3.35 -0.069
C 1.09 -2.05 3.91 -0.079
C 1.99 -1.33 3.14 -0.085
C 1.68 -0.96 1.84 -0.040
H -1.91 -4.41 -2.50 0.131
H -2.58 -5.71 -0.68 0.111
H -4.08 -5.89 1.28 0.103
H -5.06 -3.85 2.28 0.099
H -4.52 -1.63 1.30 0.108
H -3.03 -1.45 -0.63 0.108
H -1.40 -2.36 1.62 0.091
H -0.83 -3.02 3.93 0.106
H 1.33 -2.33 4.93 0.104
H 2.95 -1.04 3.56 0.105
H 2.39 -0.43 1.24 0.109
C 0.78 2.34 -4.07 -0.092
C 1.31 3.07 -2.87 -0.279
C 1.91 4.34 -3.09 -0.005
C 2.43 5.06 -2.06 -0.012
C 2.34 4.55 -0.75 -0.186
C 2.85 5.18 0.41 -0.628
Br 3.72 6.86 0.28 0.772
C 2.74 4.58 1.63 -0.168
C 2.09 3.34 1.75 -0.598
Br 1.94 2.56 3.46 0.804
C 1.57 2.68 0.67 -0.386
O 0.95 1.53 0.73 -0.187
C 1.72 3.29 -0.61 -0.114
N 1.22 2.56 -1.66 0.097
H 0.92 2.93 -4.96 0.079
H -0.29 2.13 -3.95 0.044
H 1.28 1.38 -4.19 0.053
H 1.96 4.72 -4.10 0.114
H 2.89 6.02 -2.23 0.086
H 3.15 5.06 2.51 0.097
```

Computed properties:
gap between HOMO and LUMO (spin up / spin down): 6.418 / 6.547 eV
electronic energy: -222171.752 eV
LUMO energy (spin up / spin down): -1.10 / -1.09 eV
E_HOMO (spin up / spin down): -7.5 / -7.6 eV
spin multiplicity: 2
expectation value of S²: 0.84
ΔE to the lowest compared entry with this formula, charge and spin: 6.2 kcal per mole

---

Density functional theory data (the ωB97M-V functional and the def2-TZVPD basis) for an isolated ion of composition C8H10NS2 and charge +1 at a distorted geometry.

XYZ file:
```
21
Properties=species:S:1:pos:R:3:lowdin_charge:R:1
C -3.35 -0.05 0.10 -0.026
C -2.84 1.11 -0.33 -0.010
C -1.53 1.16 -0.81 -0.037
N -0.71 0.11 -0.67 -0.102
C 0.77 0.35 -1.14 -0.759
S 1.77 -1.15 -1.10 0.922
C 2.92 -0.59 0.18 -0.518
C 2.32 0.57 0.99 -0.505
S 1.51 1.75 -0.17 0.908
C -1.21 -1.09 -0.23 0.002
C -2.56 -1.21 0.16 0.024
H -4.37 -0.18 0.41 0.130
H -3.45 1.96 -0.50 0.122
H -1.11 2.11 -1.13 0.132
H 0.71 0.64 -2.30 0.137
H 3.92 -0.26 -0.17 0.091
H 3.29 -1.37 0.88 0.096
H 1.73 0.18 1.79 0.063
H 3.18 0.93 1.63 0.111
H -0.27 -1.79 -0.11 0.116
H -3.04 -1.91 0.76 0.103
```

Computed properties:
gap between HOMO and LUMO: 8.757 eV
electronic energy: -31610.951 eV
LUMO energy: -4.25 eV
charge: +1
E_HOMO: -13.0 eV
SMILES: c1cc[n+](C2SCCS2)cc1
spin multiplicity: 1
ΔE to the lowest compared entry with this formula, charge and spin: 0.0 kcal per mole

---

Density functional theory data (the ωB97M-V functional and the def2-TZVPD basis) for CCl2O2S as an isolated structure at a distorted geometry.

XYZ file:
```
6
Properties=species:S:1:pos:R:3:lowdin_charge:R:1
C 0.54 -1.55 0.12 -0.488
O 0.73 -0.46 -0.58 -0.397
O -0.14 1.49 0.91 -0.458
S -0.59 0.89 -0.29 0.671
Cl -0.49 2.58 -1.70 0.134
Cl -1.09 -1.59 0.78 0.538
```

Computed properties:
gap between HOMO and LUMO (spin up / spin down): 7.741 / 7.742 eV
electronic energy: -41008.274 eV
LUMO energy (spin up / spin down): -1.92 / -1.92 eV
E_HOMO (spin up / spin down): -9.7 / -9.7 eV
spin multiplicity: 1
ΔE to the lowest compared entry with this formula, charge and spin: 57.7 kcal per mole

---

Density functional theory data (the ωB97M-V functional and the def2-TZVPD basis) for a single C30H32N4O5 molecule.

XYZ file:
```
71
Properties=species:S:1:pos:R:3:lowdin_charge:R:1
C 2.01 1.95 8.37 -0.094
O 0.62 1.73 8.40 -0.084
C 0.03 1.11 7.33 -0.274
C -1.34 0.91 7.44 -0.028
C -2.01 0.28 6.41 -0.085
C -1.34 -0.15 5.28 -0.040
C 0.04 0.05 5.15 -0.221
N 0.70 -0.44 4.03 -0.098
C 0.13 -0.28 2.72 -0.130
C 0.60 1.04 2.07 -0.103
N 2.04 1.07 2.03 -0.040
C 2.83 1.19 0.94 -0.421
O 4.05 1.25 1.01 0.066
C 2.12 1.25 -0.38 -0.130
C 2.22 2.38 -1.18 -0.009
C 1.57 2.42 -2.40 -0.053
C 0.80 1.35 -2.82 -0.001
C 0.73 0.20 -2.03 -0.198
N -0.08 -0.90 -2.42 0.107
C -1.11 -1.22 -1.56 -0.485
O -1.25 -0.67 -0.48 0.072
N -1.93 -2.24 -1.95 0.139
C -1.93 -2.75 -3.30 -0.236
C -0.48 -2.92 -3.71 -0.028
C 0.12 -1.52 -3.72 -0.449
C 1.61 -1.56 -4.06 0.033
O -0.48 -0.74 -4.75 -0.002
C -1.84 -0.84 -4.93 -0.112
C -2.47 0.04 -5.83 -0.192
O -1.86 0.99 -6.59 -0.064
C -0.49 0.88 -6.92 -0.068
C -3.85 -0.02 -5.96 0.000
C -4.61 -0.93 -5.26 -0.080
C -3.99 -1.83 -4.42 -0.043
C -2.61 -1.79 -4.25 -0.106
C 1.40 0.15 -0.82 0.040
C 2.65 0.91 3.34 -0.106
C 2.15 -0.40 3.95 -0.136
C 0.71 0.69 6.20 0.032
H 2.31 2.61 7.55 0.094
H 2.57 1.01 8.30 0.096
H 2.25 2.43 9.32 0.092
H -1.85 1.24 8.33 0.111
H -3.07 0.11 6.49 0.104
H -1.89 -0.67 4.51 0.101
H -0.96 -0.27 2.76 0.111
H 0.44 -1.12 2.09 0.123
H 0.18 1.12 1.07 0.114
H 0.25 1.88 2.68 0.138
H 2.81 3.22 -0.84 0.121
H 1.64 3.30 -3.02 0.107
H 0.26 1.40 -3.75 0.107
H -2.77 -2.33 -1.40 0.154
H -2.46 -3.71 -3.30 0.156
H 0.05 -3.54 -2.99 0.141
H -0.40 -3.36 -4.70 0.143
H 2.16 -2.05 -3.25 0.102
H 1.76 -2.12 -4.98 0.095
H 2.00 -0.56 -4.19 0.087
H -0.24 -0.12 -7.26 0.101
H -0.33 1.59 -7.73 0.096
H 0.16 1.15 -6.08 0.077
H -4.31 0.69 -6.64 0.121
H -5.68 -0.95 -5.38 0.104
H -4.56 -2.57 -3.88 0.112
H 1.34 -0.74 -0.22 0.133
H 3.73 0.90 3.21 0.123
H 2.36 1.76 3.98 0.128
H 2.59 -0.58 4.93 0.119
H 2.45 -1.23 3.29 0.132
H 1.77 0.87 6.12 0.084
```

Computed properties:
gap between HOMO and LUMO: 7.937 eV
electronic energy: -47828.270 eV
LUMO energy: 0.52 eV
E_HOMO: -7.4 eV
SMILES: COc1cccc(N2CCN(C(=O)c3cccc(N4C(=O)N[C@@H]5C[C@@]4(C)Oc4c(OC)cccc45)c3)CC2)c1
spin multiplicity: 1
ΔE to the lowest compared entry with this formula, charge and spin: 68.7 kcal per mole

---

Density functional theory data (the ωB97M-V functional and the def2-TZVPD basis) for a single C7H7NOS2 molecule at a distorted geometry.

XYZ file:
```
18
Properties=species:S:1:pos:R:3:lowdin_charge:R:1
C -0.16 -2.93 -1.87 0.133
C 1.18 2.65 -0.26 0.126
C -0.22 -1.80 -1.43 -0.083
C 1.04 1.69 -0.94 -0.234
C 0.04 -0.54 -0.70 -0.443
C 0.57 0.59 -1.78 -0.561
C -1.06 -0.25 1.40 -0.185
N -1.06 -0.12 0.02 -0.018
O -2.90 2.75 -2.53 -0.587
S -0.54 1.32 -3.08 0.677
S -1.66 2.65 -1.89 0.695
H -0.38 -3.84 -2.29 0.001
H 1.56 3.26 0.43 0.004
H 1.04 -0.69 -0.14 0.175
H 1.30 0.17 -2.42 0.075
H -0.92 -1.27 1.70 0.067
H -0.19 0.06 2.02 0.088
H -1.94 0.12 1.88 0.071
```

Computed properties:
gap between HOMO and LUMO (spin up / spin down): 4.898 / 3.293 eV
electronic energy: -32570.599 eV
LUMO energy (spin up / spin down): -2.40 / -3.20 eV
E_HOMO (spin up / spin down): -7.3 / -6.5 eV
spin multiplicity: 1
ΔE to the lowest compared entry with this formula, charge and spin: 208.5 kcal per mole

---

Density functional theory data (the ωB97M-V functional and the def2-TZVPD basis) for C3H8NS3 as an isolated structure at a distorted geometry.

XYZ file:
```
15
Properties=species:S:1:pos:R:3:lowdin_charge:R:1
C -0.67 -0.52 -0.84 -0.372
C 0.63 0.11 -1.32 -0.394
C 1.93 0.30 1.10 -0.224
N -1.44 0.35 0.04 -0.922
S 1.42 1.24 -0.12 0.980
S -1.12 2.05 -0.09 0.786
S -3.10 -0.12 0.19 0.788
H -1.25 -0.79 -1.73 0.116
H -0.49 -1.43 -0.26 0.120
H 1.36 -0.65 -1.58 0.108
H 0.46 0.75 -2.19 0.093
H 2.47 0.79 1.89 0.044
H 1.71 -0.75 1.20 0.059
H -1.17 2.26 1.24 -0.062
H -3.05 -0.29 1.52 -0.119
```

Computed properties:
gap between HOMO and LUMO (spin up / spin down): 7.567 / 7.566 eV
electronic energy: -37226.967 eV
LUMO energy (spin up / spin down): -5.53 / -5.53 eV
charge: +1
E_HOMO (spin up / spin down): -13.1 / -13.1 eV
spin multiplicity: 1
ΔE to the lowest compared entry with this formula, charge and spin: 66.2 kcal per mole

---

Density functional theory data (the ωB97M-V functional and the def2-TZVPD basis) for C30H28N2O3PRuSe2Te2 as an isolated structure.

XYZ file:
```
69
Properties=species:S:1:pos:R:3:lowdin_charge:R:1
Ru 0.67 1.43 -0.11 0.473
Se 2.14 3.05 -1.29 0.092
Te 2.96 4.85 0.16 0.240
Te 2.51 3.71 2.56 0.199
Se 0.30 2.69 2.01 -0.071
O -1.86 -1.51 -2.03 -0.034
C -0.53 0.14 -2.15 -0.493
O 0.74 0.57 -2.11 -0.280
C -1.47 1.36 -1.95 -0.181
C -2.71 1.59 -2.53 0.006
C -3.35 2.80 -2.30 -0.042
C -2.74 3.75 -1.50 -0.043
C -1.52 3.45 -0.92 -0.137
N -0.93 2.28 -1.13 -0.088
H -3.19 0.84 -3.13 0.111
H -4.32 2.99 -2.74 0.111
H -3.20 4.71 -1.31 0.109
H -1.01 4.12 -0.25 0.083
C 3.83 -0.08 -1.72 -0.079
C 4.24 -0.43 -0.29 -0.362
C 4.01 -1.92 -0.01 -0.050
C 3.61 0.48 0.77 -0.290
C 4.11 0.15 2.17 -0.095
O 3.07 -0.70 2.70 -0.019
C 1.97 -0.45 1.97 -0.336
N 2.14 0.28 0.93 0.006
C 0.76 -1.13 2.51 -0.121
C 0.95 -1.88 3.67 -0.001
C -0.07 -2.64 4.22 -0.056
C -1.31 -2.66 3.62 -0.059
C -1.53 -1.91 2.48 -0.058
C -0.52 -1.14 1.91 -0.265
P -0.91 -0.10 0.47 1.036
C -0.82 -1.01 -1.13 -0.424
C -1.20 -0.85 -3.17 -0.189
C -0.28 -1.73 -3.95 -0.009
C 0.62 -2.55 -3.42 -0.063
C 0.88 -2.69 -1.99 -0.061
C 0.30 -2.01 -1.00 -0.041
C -2.66 0.35 0.71 -0.328
C -3.67 -0.45 0.18 -0.087
C -5.00 -0.11 0.37 -0.071
C -5.33 1.03 1.07 -0.080
C -4.33 1.84 1.60 -0.071
C -3.00 1.50 1.41 -0.097
H 4.36 -0.73 -2.42 0.082
H 4.09 0.95 -1.96 0.047
H 2.76 -0.21 -1.87 0.048
H 5.32 -0.24 -0.19 0.140
H 2.94 -2.15 -0.07 0.057
H 4.37 -2.23 0.97 0.077
H 4.52 -2.52 -0.77 0.085
H 3.78 1.52 0.52 0.073
H 4.19 1.02 2.81 0.084
H 5.04 -0.42 2.17 0.130
H 1.92 -1.88 4.14 0.119
H 0.12 -3.21 5.13 0.109
H -2.12 -3.25 4.04 0.109
H -2.51 -1.91 2.03 0.101
H -1.95 -0.43 -3.83 0.125
H -0.37 -1.67 -5.03 0.108
H 1.22 -3.16 -4.08 0.102
H 1.66 -3.39 -1.71 0.102
H 0.65 -2.21 0.01 0.083
H -3.41 -1.33 -0.40 0.106
H -5.78 -0.74 -0.05 0.105
H -6.37 1.30 1.22 0.103
H -4.59 2.73 2.15 0.107
H -2.23 2.14 1.83 0.015
```

Computed properties:
gap between HOMO and LUMO (spin up / spin down): 6.764 / 5.181 eV
electronic energy: -197837.953 eV
LUMO energy (spin up / spin down): -0.13 / -1.70 eV
E_HOMO (spin up / spin down): -6.9 / -6.9 eV
spin multiplicity: 2
expectation value of S²: 0.76
ΔE to the lowest compared entry with this formula, charge and spin: 56.7 kcal per mole